Entry 1:
The ion HO3S3 with charge -1, computed with ωB97M-V with the def2-TZVPD basis set.

```
7
HO3S3 ωB97M-V with the def2-TZVPD basis set
O 0.0642 -1.5434 0.4590
S 0.9669 -0.5759 -0.0770
O 2.2206 -0.3739 0.6997
O 1.0664 -0.4107 -1.5237
S -0.0202 1.4509 0.2425
S -1.8506 0.9168 -0.4777
H -2.4473 0.5363 0.6771
```

Summary:
Orbital gap   8.06 eV
ΔE to the lowest compared entry with this formula, charge and spin   0.000 eV
SMILES string   O=S(=O)([O-])SS
Energy   -1420.96833 a.u.
E_HOMO   -4.767 eV
Net charge   -1



Entry 2:
The molecule C18H23N3O4S, computed with ωB97M-V with the def2-TZVPD basis set.

```
49
C18H23N3O4S ωB97M-V with the def2-TZVPD basis set
C -3.0624 -4.1700 -1.8408
C -3.9569 -3.0869 -1.2686
O -3.1673 -1.9131 -1.0578
C -3.7467 -0.9134 -0.3861
O -4.8772 -0.9503 0.0219
C -2.7928 0.2524 -0.2358
C -3.3694 1.3512 0.6570
C -2.3973 2.5273 0.7233
C -2.0502 3.0233 -0.6815
N -1.5150 1.9176 -1.4596
C -0.1732 1.7866 -1.5273
O 0.5889 2.6880 -1.2382
C 0.4088 0.4423 -2.0060
N 1.6023 0.1976 -1.2351
S 3.1537 0.5685 -1.8191
C 3.8170 0.2909 -0.2398
N 5.1049 0.3873 0.0227
C 5.4831 0.1703 1.2746
C 6.9447 0.2911 1.5600
C 4.5746 -0.1525 2.2857
C 3.2190 -0.2676 2.0148
C 2.2342 -0.6356 3.0724
C 2.8221 -0.0392 0.6922
C 1.4895 -0.0458 0.1119
O 0.4032 -0.2392 0.6371
C -2.4800 0.8570 -1.6175
H -3.6407 -5.0758 -1.9970
H -2.6422 -3.8486 -2.7901
H -2.2474 -4.3817 -1.1540
H -4.3949 -3.3919 -0.3122
H -4.7757 -2.8410 -1.9544
H -1.8552 -0.1240 0.1900
H -3.5523 0.9560 1.6565
H -4.3297 1.6752 0.2493
H -2.8292 3.3430 1.3036
H -1.4761 2.2056 1.2129
H -1.2903 3.8042 -0.6404
H -2.9396 3.4084 -1.1883
H -0.2664 -0.3960 -1.8315
H 0.6747 0.5048 -3.0623
H 7.3268 -0.6397 1.9755
H 7.4756 0.5226 0.6419
H 7.1205 1.0824 2.2868
H 4.9370 -0.3148 3.2897
H 1.2277 -0.3722 2.7607
H 2.4760 -0.1405 4.0103
H 2.2670 -1.7125 3.2399
H -2.1306 0.0983 -2.3153
H -3.3926 1.3005 -2.0318
```

Summary:
Orbital gap   8.88 eV
ΔE to the lowest compared entry with this formula, charge and spin   0.589 eV
SMILES string   CCOC(=O)[C@@H]1CCCN(C(=O)Cn2sc3nc(C)cc(C)c3c2=O)C1
Energy   -1563.19124 a.u.
E_HOMO   -8.297 eV



Entry 3:
A cluster of 2 separate species, ClH3NP in total, computed with ωB97M-V with the def2-TZVPD basis set.

```
6
ClH3NP ωB97M-V with the def2-TZVPD basis set
N 0.8773 -0.8927 0.7965
P -1.4300 0.9694 -2.7806
Cl -1.7603 1.7258 -0.9804
H 1.5450 -0.2439 0.5879
H 0.8290 -0.9798 1.7840
H -0.0610 -0.5788 0.5926
```

Summary:
Orbital gap (spin up / spin down)   7.06 / 7.06 eV
ΔE to the lowest compared entry with this formula, charge and spin   2.174 eV
Energy   -858.03008 a.u.
E_HOMO (spin up / spin down)   -8.449 / -8.452 eV



Entry 4:
A structure of composition C18H19N3O6P2Pd, computed with ωB97M-V with the def2-TZVPD basis set.

```
49
C18H19N3O6P2Pd ωB97M-V with the def2-TZVPD basis set
Pd 0.1344 -1.0181 -0.1598
N 1.1022 -5.3624 0.1630
C 1.1010 -4.3951 -1.0070
C 1.6259 -5.0769 -2.2583
P 2.2100 -3.0104 -0.4644
O 3.4851 -3.9186 -0.0133
O 2.5317 -2.1200 -1.5998
O 1.5771 -2.4747 0.7937
P -0.6663 -3.8176 -1.0869
O -1.2953 -4.6756 -2.2921
O -0.6890 -2.3826 -1.5658
O -1.2381 -4.2441 0.2121
H 2.0371 -5.4373 0.5698
H 0.7687 -6.2836 -0.1182
H 0.4013 -4.9749 0.8266
H 2.6621 -5.3935 -2.1256
H 1.6007 -4.3616 -3.0787
H 1.0127 -5.9360 -2.5354
H 4.2888 -3.6420 -0.4669
H -1.5070 -4.1171 -3.0486
C -4.4587 -1.2989 3.3600
C -4.0287 -1.9825 2.2027
C -2.8600 -1.6331 1.5891
C -2.0602 -0.5798 2.1011
C -0.8532 -0.1797 1.4789
C -0.0982 0.8300 2.0137
C -0.5145 1.4910 3.1935
C -1.6819 1.1371 3.8032
C -2.4861 0.1000 3.2751
C -3.7059 -0.2876 3.8828
H -5.3884 -1.5845 3.8360
H -4.6255 -2.7946 1.8071
H -2.5074 -2.1697 0.7185
H 0.8271 1.1568 1.5456
H 0.0986 2.2845 3.6031
H -2.0116 1.6450 4.7022
H -4.0301 0.2346 4.7758
N -0.0681 0.0889 -7.0862
C -0.1120 0.2460 -5.9496
C -0.1677 0.4354 -4.5291
C -1.3904 0.4112 -3.8655
C -1.3958 0.5578 -2.4912
N -0.2851 0.7575 -1.7796
C 0.8799 0.7985 -2.4301
C 0.9974 0.6310 -3.7954
H -2.3107 0.2596 -4.4112
H -2.3178 0.5011 -1.9260
H 1.7614 0.9468 -1.8181
H 1.9657 0.6347 -4.2735
```

Summary:
Multiplicity   3
Orbital gap (spin up / spin down)   7.28 / 6.72 eV
Energy   -2123.77814 a.u.
E_HOMO (spin up / spin down)   -7.661 / -7.579 eV



Entry 5:
A structure of composition C45H53GeN5OTl, computed with ωB97M-V with the def2-TZVPD basis set.

```
106
C45H53GeN5OTl ωB97M-V with the def2-TZVPD basis set
Tl -0.1794 0.3722 -1.0307
C -5.7615 -4.5894 -0.7090
C -6.1660 -3.6488 0.3886
C -7.3378 -3.8270 1.1052
C -7.7050 -2.9751 2.1420
C -6.8548 -1.9361 2.4839
C -5.6687 -1.7385 1.7911
C -5.3248 -2.5644 0.7179
N -4.1647 -2.4128 -0.0204
C -3.2891 -1.3157 -0.0785
N -3.9692 -0.1130 -0.0746
C -3.5808 1.2396 -0.3102
C -2.2809 1.6323 -0.6504
C -2.1270 2.9994 -0.9002
C -3.1540 3.9331 -0.8162
C -4.4194 3.4983 -0.4518
C -4.6527 2.1548 -0.1909
C -6.0390 1.7155 0.2126
N -2.0293 -1.4478 -0.1963
C -1.4297 -2.8294 -0.1977
C -1.7733 -3.5971 1.0686
C -2.0148 -4.9372 1.0798
C -2.1530 -5.7046 -0.1023
C -2.1455 -4.9698 -1.3061
C -1.9053 -3.6273 -1.4004
C -2.0002 -2.9079 -2.7274
H -6.5478 -5.3215 -0.8973
H -4.8399 -5.1274 -0.4565
H -5.5557 -4.0449 -1.6343
H -7.9825 -4.6585 0.8390
H -8.6318 -3.1325 2.6795
H -7.1019 -1.2761 3.3072
H -4.9902 -0.9497 2.0868
H -3.7077 -3.2657 -0.3330
H -4.9640 -0.2510 -0.0796
H -1.1387 3.3617 -1.1805
H -2.9736 4.9834 -1.0244
H -5.2432 4.2015 -0.3699
H -6.6894 2.5839 0.3278
H -6.0413 1.1712 1.1605
H -6.5044 1.0582 -0.5316
H -1.7341 -3.0332 1.9954
H -2.1634 -5.4219 2.0433
H -2.3402 -6.7692 -0.0806
H -2.3823 -5.4940 -2.2337
H -1.4810 -3.4596 -3.5201
H -1.5485 -1.9157 -2.6728
H -3.0350 -2.7622 -3.0648
N -0.0941 0.4220 1.5632
C -0.4666 1.5107 2.4508
C 0.5981 2.6029 2.4809
C 0.7157 3.5041 1.2584
N 1.1622 2.7898 0.0704
H -0.7518 -0.3507 1.5977
H 0.8259 0.0391 1.7638
H -0.6143 1.1602 3.4836
H -1.4188 1.9289 2.1086
H 1.5713 2.1337 2.6745
H 0.3870 3.2563 3.3345
H 1.3859 4.3336 1.5330
H -0.2650 3.9395 1.0407
H 1.9891 2.2238 0.2450
H 1.3817 3.4262 -0.6866
C 5.0205 0.4512 2.0189
Ge 3.7253 0.0752 0.4792
C 4.6988 -1.5850 -0.1739
C 4.8934 -1.9370 -1.5140
C 5.3928 -3.1786 -1.8900
C 5.7063 -4.1316 -0.9299
C 5.5298 -3.8111 0.4099
C 5.0414 -2.5615 0.7714
C 4.2251 1.3644 -1.0453
C 3.4941 1.0873 -2.1841
C 3.4576 1.9369 -3.3107
C 4.1190 3.1298 -3.2991
C 4.8693 3.4997 -2.1577
C 5.5550 4.7426 -2.1086
C 6.3135 5.0918 -1.0308
C 6.4293 4.1983 0.0586
C 5.7655 3.0044 0.0424
C 4.9429 2.6108 -1.0496
H 6.0823 0.3684 1.7660
H 4.8009 -0.2841 2.7980
H 4.8296 1.4323 2.4630
H 4.6579 -1.2216 -2.2939
H 5.5286 -3.4063 -2.9422
H 6.0779 -5.1076 -1.2203
H 5.7604 -4.5430 1.1773
H 4.9239 -2.3418 1.8282
H 2.8681 0.2006 -2.2064
H 2.8729 1.6459 -4.1762
H 4.0756 3.8066 -4.1462
H 5.4608 5.4153 -2.9553
H 6.8276 6.0460 -1.0095
H 7.0497 4.4599 0.9080
H 5.8610 2.3227 0.8710
C 1.3966 -3.1530 1.7182
O 0.6274 -2.2282 0.9704
C 0.0838 -2.6154 -0.2397
C 0.9555 -3.4244 -1.1373
H 2.3059 -2.6462 2.0533
H 1.6764 -4.0258 1.1281
H 0.8174 -3.4956 2.5814
H 0.8629 -4.5061 -0.9555
H 1.9989 -3.1246 -1.0088
H 0.6794 -3.2568 -2.1804
```

Summary:
Multiplicity   2
Orbital gap (spin up / spin down)   4.45 / 4.74 eV
Energy   -4344.86756 a.u.
E_HOMO (spin up / spin down)   -0.192 / -0.482 eV
Net charge   -2



Entry 6:
A structure of composition C6H10O4, computed with ωB97M-V with the def2-TZVPD basis set.

```
20
C6H10O4 ωB97M-V with the def2-TZVPD basis set
C 1.6815 0.0136 -0.5602
C 1.5509 1.0685 0.5730
C -0.4535 0.9123 -0.5590
C -1.8004 0.3212 0.2401
C -1.1639 -0.8920 1.0579
C 0.2420 -0.3457 -0.8471
H 2.0248 -1.7420 0.4830
H 1.8554 0.4339 -1.4182
H 1.4079 0.7623 1.4732
H 2.3312 1.9118 0.2503
H -0.9437 1.4666 -1.7643
H -2.0887 1.0449 0.9660
H -2.8540 -0.8648 -0.5241
H -0.4850 -0.7179 1.7465
H -1.8772 -1.7164 1.0743
H 0.6217 -0.9220 -1.8257
O 2.4478 -1.0879 -0.1579
O 0.3392 1.7265 0.3355
O -2.7534 -0.0538 -0.6406
O -0.0827 -1.3191 0.0971
```

Summary:
Orbital gap   10.02 eV
ΔE to the lowest compared entry with this formula, charge and spin   6.687 eV
Energy   -535.35035 a.u.
E_HOMO   -9.338 eV